--- a ---
# C5H7NO

A single C5H7NO molecule (ωB97M-V with the def2-TZVPD basis set, the OMol25 dataset).

The geometry in XYZ format:
```
14
Properties=species:S:1:pos:R:3:lowdin_charge:R:1
C -1.953 0.164 0.039 -0.110
C -0.700 -0.387 0.742 -0.296
C 0.494 0.394 0.451 0.029
C 1.858 -0.217 0.308 -0.160
O 2.334 0.493 -0.898 0.001
C 1.244 0.689 -1.591 -0.391
N 0.273 0.730 -2.235 0.202
H -2.074 1.228 0.260 0.080
H -2.851 -0.377 0.351 0.070
H -1.850 0.067 -1.046 0.052
H -0.760 -0.107 1.816 0.146
H -0.652 -1.486 0.691 0.112
H 2.500 0.054 1.158 0.136
H 1.981 -1.286 0.071 0.129
```

- E_HOMO (alpha / beta) (eV) = -8.644 / -8.643
- HOMO-LUMO gap (alpha / beta) (eV) = 8.013 / 8.013
- 2S+1 = 1

--- b ---
# C5H7NO

A single C5H7NO molecule (ωB97M-V with the def2-TZVPD basis set, the OMol25 dataset).

The geometry in XYZ format:
```
14
Properties=species:S:1:pos:R:3:lowdin_charge:R:1
C 0.880 0.613 -1.838 0.033
C 0.311 0.227 -0.721 -0.346
C -0.195 -1.133 -0.175 -0.111
C -0.646 -0.773 1.222 -0.089
C -0.342 0.692 1.419 -0.517
H 0.977 1.514 -2.353 0.038
H 1.210 -0.198 -2.477 0.053
H -1.013 -1.516 -0.733 0.094
H 0.606 -1.978 -0.240 0.150
H 0.118 -1.257 1.933 0.158
H -1.722 -0.909 1.273 0.128
H 0.202 2.176 0.110 0.167
N 0.223 1.178 0.248 0.125
O -0.608 1.364 2.332 0.119
```

- E_HOMO (eV) = -8.445
- HOMO-LUMO gap (eV) = 9.294
- 2S+1 = 1
- SMILES string = C=C1CCC(=O)N1

Of them, b has the highest stability.

--- a ---
# C5H7NO

A single C5H7NO molecule (ωB97M-V with the def2-TZVPD basis set, the OMol25 dataset).

The geometry in XYZ format:
```
14
Properties=species:S:1:pos:R:3:lowdin_charge:R:1
C -1.365 -0.259 1.086 -0.094
C -0.772 -0.584 -0.281 -0.167
C 0.646 -0.064 -0.469 -0.451
C 1.178 1.132 0.201 -0.065
O 1.542 -0.173 0.624 0.004
C 1.253 -0.400 -1.761 -0.124
N 1.718 -0.646 -2.792 0.169
H -0.676 -0.550 1.884 0.083
H -2.301 -0.808 1.228 0.078
H -1.586 0.808 1.190 0.075
H -0.749 -1.671 -0.425 0.124
H -1.397 -0.171 -1.084 0.126
H 1.968 1.701 -0.288 0.126
H 0.540 1.686 0.888 0.116
```

- E_HOMO (eV) = -11.149
- HOMO-LUMO gap (eV) = 11.970
- 2S+1 = 1
- SMILES string = CC[C@@]1(C#N)CO1

--- b ---
# C5H7NO

A single C5H7NO molecule (ωB97M-V with the def2-TZVPD basis set, the OMol25 dataset).

The geometry in XYZ format:
```
14
Properties=species:S:1:pos:R:3:lowdin_charge:R:1
C 0.125 -1.359 -1.297 -0.009
C 0.067 -0.275 -0.266 -0.405
N 1.200 0.627 -0.004 0.083
C 0.559 -0.148 1.199 -0.058
C -0.588 0.852 1.502 -0.107
C -1.158 0.507 0.122 -0.375
O -2.282 0.426 -0.305 0.097
H -0.703 -2.053 -1.122 0.091
H 1.059 -1.927 -1.232 0.082
H 0.014 -0.960 -2.311 0.086
H 1.079 1.622 -0.211 0.160
H 2.142 0.284 -0.086 0.142
H -0.250 1.872 1.711 0.102
H -1.263 0.531 2.298 0.111
```

- E_HOMO (eV) = -8.233
- HOMO-LUMO gap (eV) = 8.828
- 2S+1 = 1

--- c ---
# C5H7NO

A molecular structure, C5H7NO (ωB97M-V with the def2-TZVPD basis set, the OMol25 dataset).

The geometry in XYZ format:
```
14
Properties=species:S:1:pos:R:3:lowdin_charge:R:1
O 1.870 -0.676 -0.883 -0.008
C 1.178 -0.330 0.290 -0.279
C 0.512 1.032 0.372 -0.168
C -0.898 0.905 -0.163 -0.213
C -1.120 -0.528 -0.612 -0.060
C -0.271 -0.804 0.655 -0.168
N -0.587 0.570 1.220 0.049
H 1.419 -0.272 -1.642 0.095
H 1.858 -0.541 1.119 0.151
H 0.960 1.992 0.585 0.132
H -1.512 1.770 -0.368 0.129
H -0.761 -0.777 -1.623 0.104
H -2.144 -0.894 -0.509 0.109
H -0.566 -1.373 1.505 0.127
```

- E_HOMO (eV) = -9.759
- HOMO-LUMO gap (eV) = 10.648
- 2S+1 = 1

--- d ---
# C5H7NO

2 unconnected molecules or ions with the total composition C5H7NO (ωB97M-V with the def2-TZVPD basis set, the OMol25 dataset).

The geometry in XYZ format:
```
14
Properties=species:S:1:pos:R:3:lowdin_charge:R:1
C -0.459 -0.775 1.395 -0.056
C 0.294 -0.836 0.133 -0.038
C 0.027 -0.056 -1.027 -0.171
C -1.258 0.697 -1.188 -0.223
O -2.107 0.806 -0.338 0.057
C 2.197 0.744 0.719 -0.248
N 2.206 1.629 -0.057 -0.117
H -0.372 0.237 1.807 0.113
H -0.083 -1.495 2.119 0.094
H -1.529 -0.902 1.187 0.103
H 1.121 -1.538 0.060 0.119
H 0.877 0.738 -0.676 0.098
H 0.462 -0.429 -1.958 0.140
H -1.375 1.181 -2.177 0.130
```

- E_HOMO (eV) = -9.750
- HOMO-LUMO gap (eV) = 7.836
- 2S+1 = 1

Of them, a has the highest stability.

--- a ---
# C5H7NO

2 unconnected molecules or ions with the total composition C5H7NO (ωB97M-V with the def2-TZVPD basis set, the OMol25 dataset).

The geometry in XYZ format:
```
14
Properties=species:S:1:pos:R:3:lowdin_charge:R:1
O 2.378 -0.255 0.952 -0.006
C 2.714 -0.667 -0.407 -0.046
C 1.366 -0.479 0.062 -0.307
C 0.076 -0.427 0.000 0.085
C -1.209 -0.307 -0.108 -0.292
C -2.419 0.432 -0.448 -0.096
N -2.436 -0.965 0.058 0.055
H 0.931 1.818 1.689 0.027
H 3.195 0.101 -1.015 0.114
H 3.135 -1.670 -0.480 0.112
H 0.361 2.290 1.621 0.044
H -2.643 0.612 -1.500 0.105
H -2.823 1.167 0.245 0.099
H -2.625 -1.651 -0.669 0.106
```

- E_HOMO (eV) = -8.786
- HOMO-LUMO gap (eV) = 9.764
- 2S+1 = 1
- SMILES string = C(=C1CN1)=C1CO1.[H][H]

--- b ---
# C5H7NO

A single C5H7NO molecule (ωB97M-V with the def2-TZVPD basis set, the OMol25 dataset).

The geometry in XYZ format:
```
14
Properties=species:S:1:pos:R:3:lowdin_charge:R:1
C 2.385 -0.041 0.050 -0.015
C 0.933 0.228 -0.119 -0.344
C -0.054 -0.677 -0.286 0.000
C -1.291 0.018 -0.146 -0.334
N -2.511 -0.674 -0.208 0.080
C -0.961 1.323 0.055 -0.067
O 0.408 1.461 0.074 0.025
H 3.038 0.470 -0.663 0.082
H 2.514 -1.121 -0.075 0.083
H 2.694 0.223 1.067 0.087
H 0.056 -1.739 -0.444 0.118
H -2.386 -1.577 0.237 0.084
H -3.283 -0.192 0.233 0.084
H -1.535 2.223 0.207 0.117
```

- E_HOMO (eV) = -7.913
- HOMO-LUMO gap (eV) = 8.973
- 2S+1 = 1
- SMILES string = Cc1cc(N)co1

Of them, b has the highest stability.

--- a ---
# C5H3NO

A single C5H3NO molecule (ωB97M-V with the def2-TZVPD basis set, the OMol25 dataset).

The geometry in XYZ format:
```
10
Properties=species:S:1:pos:R:3:lowdin_charge:R:1
N 2.946 -0.692 -0.148 0.144
C 1.843 -0.339 -0.075 -0.212
C 0.506 0.135 0.023 -0.215
C 0.188 1.550 0.270 -0.237
O -0.948 1.970 0.332 0.041
C -1.826 -1.037 0.068 0.218
C -0.595 -0.655 -0.088 -0.147
H 1.067 2.208 0.402 0.133
H -2.553 -1.294 -0.697 0.084
H -0.627 -1.847 -0.087 0.190
```

- E_HOMO (eV) = -9.246
- HOMO-LUMO gap (eV) = 8.648
- 2S+1 = 1

--- b ---
# C5H3NO

A molecular structure, C5H3NO (ωB97M-V with the def2-TZVPD basis set, the OMol25 dataset).

The geometry in XYZ format:
```
10
Properties=species:S:1:pos:R:3:lowdin_charge:R:1
O -1.625 -0.156 1.132 -0.004
C -0.703 0.243 0.302 -0.761
C -0.423 -0.881 -0.598 0.272
C 0.794 0.160 0.636 -0.032
C 1.941 -0.224 0.769 0.189
C -0.948 1.535 -0.410 -0.120
N -1.210 2.513 -0.969 0.172
H -0.428 -0.837 -1.690 0.121
H -0.357 -1.837 -0.092 0.112
H 2.958 -0.517 0.920 0.051
```

- E_HOMO (alpha / beta) (eV) = -10.359 / -9.069
- HOMO-LUMO gap (alpha / beta) (eV) = 8.226 / 6.559
- 2S+1 = 1

--- c ---
# C5H3NO

A single C5H3NO molecule (ωB97M-V with the def2-TZVPD basis set, the OMol25 dataset).

The geometry in XYZ format:
```
10
Properties=species:S:1:pos:R:3:lowdin_charge:R:1
O 1.132 0.210 1.800 0.143
C 0.827 0.133 0.640 -0.435
C -0.405 0.753 0.054 -0.164
C -1.779 -0.077 -1.351 0.182
C -1.334 -0.521 -0.212 -0.199
C 1.647 -0.659 -0.309 -0.111
N 2.317 -1.259 -1.037 0.190
H -0.078 1.354 -0.837 0.138
H -0.837 1.451 0.785 0.128
H -1.491 -1.385 0.466 0.128
```

- E_HOMO (eV) = -11.082
- HOMO-LUMO gap (eV) = 10.207
- 2S+1 = 1

--- d ---
# C5H3NO

A single C5H3NO molecule (ωB97M-V with the def2-TZVPD basis set, the OMol25 dataset).

The geometry in XYZ format:
```
10
Properties=species:S:1:pos:R:3:lowdin_charge:R:1
O -2.529 -0.832 0.174 0.121
C -1.533 -0.180 0.066 -0.354
C -0.068 -0.730 -0.308 -0.106
C 0.889 0.266 0.091 -0.222
C 2.081 0.285 0.180 0.167
C -1.444 1.275 0.321 -0.102
N -0.611 2.086 0.365 0.192
H 0.027 -0.889 -1.392 0.139
H 0.081 -1.684 0.218 0.136
H 3.107 0.403 0.286 0.030
```

- E_HOMO (eV) = -10.346
- HOMO-LUMO gap (eV) = 10.111
- 2S+1 = 1
- SMILES string = C#CCC(=O)C#N

Of them, d has the highest stability.

--- a ---
# C8H10NP

2 unconnected molecules or ions with the total composition C8H10NP (ωB97M-V with the def2-TZVPD basis set, the OMol25 dataset).

The geometry in XYZ format:
```
20
Properties=species:S:1:pos:R:3:lowdin_charge:R:1
C 0.229 -1.740 -2.638 -0.093
C 1.437 -1.649 -1.997 -0.062
C -0.879 -1.141 -2.138 -0.093
C 1.516 -0.849 -0.881 -0.012
C -0.863 -0.358 -1.027 -0.059
C 0.329 -0.245 -0.377 -0.367
C 0.400 0.591 0.672 -0.328
C -1.725 1.221 2.632 -0.360
N 2.215 1.456 0.815 0.066
P -0.524 1.889 1.337 0.828
H 0.218 -2.272 -3.497 0.074
H 2.269 -2.087 -2.522 0.108
H -1.811 -1.556 -2.474 0.109
H 2.396 -0.537 -0.337 0.087
H -1.851 -0.125 -0.571 0.132
H -1.153 0.331 3.217 0.085
H -2.797 1.087 2.268 0.035
H -1.808 2.046 3.333 -0.006
H 2.136 1.734 1.842 -0.040
H 0.266 2.206 2.343 -0.106
```

- E_HOMO (alpha / beta) (eV) = -9.033 / -7.327
- HOMO-LUMO gap (alpha / beta) (eV) = 8.175 / 6.871
- 2S+1 = 1

--- b ---
# C8H10NP

A single C8H10NP molecule (ωB97M-V with the def2-TZVPD basis set, the OMol25 dataset).

The geometry in XYZ format:
```
20
Properties=species:S:1:pos:R:3:lowdin_charge:R:1
C 3.066 0.802 0.254 -0.061
C 2.704 -0.535 0.203 -0.144
C 1.983 1.770 0.138 -0.055
C 1.485 -0.974 -0.099 -0.062
C 0.672 1.352 -0.013 -0.032
C 0.421 -0.054 -0.118 -0.214
C -0.961 -0.462 -0.091 -0.173
C -1.569 -1.757 -0.072 -0.124
N -2.086 0.924 -0.223 -0.344
P -3.596 0.694 0.254 0.627
H 4.149 1.130 0.270 0.119
H 3.549 -1.193 0.404 0.108
H 2.215 2.798 0.283 0.085
H 1.248 -2.072 0.017 0.128
H -0.116 2.016 -0.029 0.059
H -1.771 -1.985 1.078 0.143
H -0.767 -2.394 -0.478 0.072
H -2.495 -1.819 -0.666 0.058
H -4.109 -0.222 -0.733 -0.115
H -4.022 1.979 -0.381 -0.077
```

- E_HOMO (alpha / beta) (eV) = -8.235 / -7.284
- HOMO-LUMO gap (alpha / beta) (eV) = 7.683 / 6.567
- 2S+1 = 1
- SMILES string = C/C(=N\P)c1ccccc1

Of them, b has the highest stability.

--- a ---
# C4H11N2O

2 unconnected molecules or ions with the total composition C4H11N2O (ωB97M-V with the def2-TZVPD basis set, the OMol25 dataset).

The geometry in XYZ format:
```
18
Properties=species:S:1:pos:R:3:lowdin_spin:R:1
O 1.332 0.297 -0.052 0.245
C 0.675 -0.320 -0.884 0.093
C -0.676 0.019 -1.220 0.508
C -1.382 1.028 -0.375 0.068
C -1.755 0.481 1.013 0.036
N -2.814 -0.504 0.957 0.005
N 4.113 -0.815 0.212 0.000
H 1.119 -1.194 -1.378 -0.001
H -1.247 -0.584 -1.913 0.028
H -2.311 1.318 -0.877 0.002
H -0.783 1.938 -0.307 0.013
H -2.015 1.301 1.675 0.003
H -0.880 -0.029 1.412 0.000
H 5.032 -0.456 -0.008 0.000
H -2.629 -1.484 0.901 0.002
H -3.734 -0.253 1.263 0.000
H 3.408 -0.090 0.157 0.000
H 4.121 -1.207 1.143 0.000
```

- E_HOMO (alpha / beta) (eV) = -8.802 / -9.054
- expectation value of S² = 0.7637
- HOMO-LUMO gap (alpha / beta) (eV) = 9.854 / 7.721
- 2S+1 = 2

--- b ---
# C4H11N2O

2 unconnected molecules or ions with the total composition C4H11N2O (ωB97M-V with the def2-TZVPD basis set, the OMol25 dataset).

The geometry in XYZ format:
```
18
Properties=species:S:1:pos:R:3:lowdin_spin:R:1
O 0.649 0.540 -1.680 -0.002
C 1.084 1.025 -0.427 0.000
N -0.077 1.761 0.081 0.001
C -0.754 1.071 1.290 0.013
C 2.209 0.906 0.285 0.000
N -1.048 -1.757 0.420 0.800
C -1.640 -2.953 -0.155 0.095
H 0.486 2.608 0.380 0.000
H -1.379 1.836 1.696 0.000
H -1.032 0.055 0.834 0.005
H -0.078 0.947 2.139 0.001
H 2.868 1.703 0.593 0.000
H 2.828 -0.146 0.232 0.000
H -0.494 -1.279 -0.266 0.031
H 0.496 -0.216 -0.941 -0.001
H -1.118 -3.725 0.408 0.034
H -1.470 -3.147 -1.265 -0.002
H -2.734 -2.986 -0.044 0.022
```

- E_HOMO (alpha / beta) (eV) = -8.455 / -8.455
- expectation value of S² = 0.7538
- HOMO-LUMO gap (alpha / beta) (eV) = 9.103 / 7.549
- 2S+1 = 2

--- c ---
# C4H11N2O

A single C4H11N2O molecule (ωB97M-V with the def2-TZVPD basis set, the OMol25 dataset).

The geometry in XYZ format:
```
18
Properties=species:S:1:pos:R:3:lowdin_spin:R:1
C 0.171 -0.190 0.785 0.000
N 1.064 -0.174 -0.368 0.005
C 2.085 -1.212 -0.367 0.115
O 1.839 -2.367 0.264 0.780
C -0.772 0.986 0.774 0.000
N -1.915 0.732 -0.120 0.000
C -2.369 1.914 -0.849 0.000
H -0.439 -1.091 0.859 -0.001
H 0.763 -0.165 1.703 0.001
H 0.514 -0.263 -1.218 0.002
H 2.419 -1.347 -1.413 0.036
H 2.972 -0.803 0.160 0.062
H -1.179 1.104 1.786 0.000
H -0.244 1.885 0.468 0.000
H -1.662 0.027 -0.800 0.000
H -2.357 2.787 -0.210 0.000
H -1.779 2.121 -1.744 0.000
H -3.412 1.819 -1.143 0.000
```

- E_HOMO (alpha / beta) (eV) = -8.796 / -8.796
- expectation value of S² = 0.7544
- HOMO-LUMO gap (alpha / beta) (eV) = 9.769 / 7.227
- 2S+1 = 2

Of them, a has the highest stability.